Density functional theory data (ωB97M-V/def2-TZVPD) for a cluster of 28 separate species, C9H65NO30 in total at a distorted geometry.

total energy: -2693.87254 Ha
HOMO: -9.35 eV
total charge: 0
frontier orbital gap: 8.989 eV
LUMO level: -0.36 eV

XYZ file:
```
105
Properties=species:S:1:pos:R:3:lowdin_charge:R:1
C -3.35 1.66 -0.26 -0.038
N -2.23 0.80 -0.73 0.058
C -2.54 0.02 -1.83 -0.548
O -2.85 0.46 -2.89 0.136
O -2.55 -1.34 -1.63 0.032
C -1.44 -1.88 -0.92 -0.194
O -0.28 -1.16 -1.25 -0.032
C 0.86 -1.94 -1.38 -0.245
C 1.17 -2.90 -0.42 -0.026
C 2.34 -3.65 -0.56 -0.049
C 3.18 -3.44 -1.66 -0.086
C 2.86 -2.47 -2.61 -0.104
C 1.70 -1.70 -2.47 0.001
H -3.88 1.14 0.53 0.057
H -4.03 1.89 -1.07 0.075
H -2.93 2.56 0.18 0.066
H -1.91 0.24 0.05 0.079
H -1.67 -1.88 0.14 0.105
H -1.34 -2.93 -1.22 0.140
H 0.51 -3.05 0.42 0.098
H 2.61 -4.38 0.18 0.110
H 4.09 -4.01 -1.79 0.095
H 3.50 -2.29 -3.46 0.121
H 1.45 -0.92 -3.17 0.119
O 4.20 0.28 -1.68 -0.042
H 3.82 0.99 -2.21 0.032
H 3.76 -0.51 -2.02 0.010
O -0.55 -5.24 0.06 -0.049
H -1.43 -5.17 0.46 0.012
H -0.59 -6.02 -0.51 0.048
O -6.28 1.13 0.45 -0.058
H -6.61 1.93 0.01 0.048
H -6.69 0.41 -0.04 0.046
O -2.51 -4.16 2.20 -0.071
H -2.32 -4.23 3.15 0.025
H -2.60 -3.21 2.06 -0.027
O -3.03 -1.62 1.94 -0.041
H -2.99 -1.03 2.70 0.045
H -3.72 -1.27 1.37 0.077
O -4.40 -3.90 -1.54 -0.045
H -3.65 -3.29 -1.58 -0.004
H -4.15 -4.59 -0.93 0.032
O 1.87 -3.37 3.05 -0.049
H 1.86 -3.49 2.09 -0.008
H 2.76 -3.06 3.24 0.038
O -2.07 -1.07 4.46 -0.070
H -1.29 -1.62 4.32 0.096
H -2.08 -0.88 5.41 0.027
O -3.39 5.02 -0.47 -0.066
H -3.26 5.16 -1.41 0.050
H -2.50 5.14 -0.09 -0.007
O 6.28 -2.94 -1.92 -0.058
H 6.46 -3.02 -0.98 0.044
H 6.01 -2.02 -2.01 0.014
O -1.56 -0.77 7.27 -0.041
H -1.37 -1.01 8.18 0.057
H -1.69 0.19 7.29 0.052
O 5.73 -0.97 0.27 -0.068
H 5.24 -0.40 -0.35 -0.013
H 6.52 -0.46 0.47 0.043
O -5.59 -5.37 2.37 -0.066
H -4.66 -5.17 2.46 -0.001
H -6.03 -4.52 2.47 0.028
O 1.91 -5.69 -4.15 -0.055
H 1.93 -5.00 -3.49 0.002
H 1.22 -5.42 -4.77 0.035
O -0.67 5.66 -0.30 -0.050
H -0.44 5.85 -1.21 0.055
H 0.17 5.76 0.17 0.045
O 2.01 1.88 -3.43 -0.056
H 2.04 2.48 -2.67 0.008
H 1.38 2.27 -4.04 0.042
O 3.06 3.17 -0.79 -0.052
H 3.81 3.77 -0.84 0.029
H 3.35 2.49 -0.18 0.038
O 7.75 -0.91 -3.72 -0.067
H 8.17 -1.20 -4.54 0.006
H 7.49 -1.73 -3.28 -0.005
O -3.34 -3.29 4.82 -0.054
H -3.14 -3.36 5.76 0.048
H -3.42 -2.34 4.66 0.010
O 10.11 -1.13 -5.78 -0.051
H 10.62 -0.88 -5.01 0.044
H 10.38 -0.52 -6.47 0.042
O 4.82 4.66 1.11 -0.048
H 4.97 4.43 2.03 0.044
H 4.66 5.61 1.12 0.044
O -5.73 1.44 -3.81 -0.066
H -4.94 1.44 -3.26 -0.008
H -5.73 0.56 -4.19 0.036
O -1.10 1.60 4.89 -0.061
H -1.52 2.32 4.42 0.034
H -1.49 0.79 4.53 -0.008
O -3.27 6.79 2.03 -0.051
H -3.24 6.29 1.19 -0.005
H -3.06 6.15 2.71 0.037
O -3.97 9.47 0.10 -0.060
H -3.95 8.98 -0.73 0.027
H -3.75 8.81 0.77 0.005
O -0.13 -0.55 1.74 -0.035
H -0.14 -0.54 0.77 0.003
H 0.75 -0.24 1.98 0.054
O 0.73 8.15 -0.24 -0.057
H 0.42 8.31 0.65 0.044
H 0.52 8.97 -0.71 0.045
```


Density functional theory data (ωB97M-V/def2-TZVPD) for a cluster of 2 separate species, C7H17N3 in total at a distorted geometry.

total energy: -441.05025 Ha
HOMO: -8.37 eV
total charge: 0
frontier orbital gap: 9.233 eV
energy above the lowest of the compared OMol25 structures with the same formula, charge and spin: 93.4 kcal/mol
LUMO level: 0.86 eV

XYZ file:
```
27
Properties=species:S:1:pos:R:3:lowdin_charge:R:1
C -0.56 0.85 -0.92 -0.584
C 0.79 -3.18 1.07 -0.090
C -0.13 0.27 2.20 0.009
C 0.06 0.66 -2.31 -0.043
C -1.96 0.21 -0.91 -0.047
C 1.70 0.84 0.33 -0.063
N 0.32 -1.80 1.13 -0.046
C 0.32 0.21 0.17 -0.362
N -0.61 2.30 -0.65 0.071
N 0.37 -1.16 0.05 0.035
H -1.14 2.48 0.20 0.079
H -1.09 2.77 -1.41 0.077
H 0.28 -3.74 1.85 0.067
H 0.59 -3.61 0.09 0.072
H -1.17 -0.03 2.25 0.020
H 0.05 1.33 2.29 0.015
H 0.50 -0.23 2.93 0.022
H 1.86 -3.21 1.27 0.079
H 0.24 -0.40 -2.50 0.080
H -0.61 1.04 -3.08 0.082
H 1.00 1.20 -2.40 0.074
H -1.90 -0.85 -1.13 0.075
H -2.44 0.35 0.06 0.075
H -2.59 0.68 -1.67 0.079
H 2.27 0.32 1.09 0.077
H 2.24 0.80 -0.62 0.071
H 1.61 1.89 0.62 0.074
```


Density functional theory data (ωB97M-V/def2-TZVPD) for a cluster of 2 separate species, C4H8N2O in total.

total energy: -341.82338 Ha
HOMO: -9.00 eV
total charge: 0
frontier orbital gap: 9.633 eV
energy above the lowest of the compared OMol25 structures with the same formula, charge and spin: 113.1 kcal/mol
LUMO level: 0.63 eV

XYZ file:
```
15
Properties=species:S:1:pos:R:3:lowdin_charge:R:1
C -0.49 -1.19 0.70 -0.044
C 0.20 0.86 -0.94 0.010
C -1.16 1.07 -1.61 -0.134
N -0.59 1.77 -0.50 0.022
C 0.94 -0.91 0.24 -0.674
O 1.49 -1.59 -0.59 0.033
N 1.62 -0.01 1.14 0.066
H -0.99 -0.33 1.17 0.072
H -1.10 -1.58 -0.12 0.082
H -0.39 -1.97 1.45 0.086
H -1.15 1.57 -2.57 0.080
H -1.97 0.36 -1.41 0.084
H -0.76 2.27 0.36 0.146
H 1.84 -0.56 1.97 0.086
H 2.51 0.24 0.71 0.085
```


Density functional theory data (ωB97M-V/def2-TZVPD) for a cluster of 7 separate species, C5H22O7 in total at a distorted geometry.

total energy: -730.32809 Ha
HOMO: -10.10 eV
total charge: 0
SMILES string: C=CCCCO.O.O.O.O.O.O
frontier orbital gap: 10.153 eV
energy above the lowest of the compared OMol25 structures with the same formula, charge and spin: 41.6 kcal/mol
LUMO level: 0.06 eV

XYZ file:
```
34
Properties=species:S:1:pos:R:3:lowdin_charge:R:1
C 3.00 1.16 -0.51 -0.209
O 2.54 1.58 0.79 -0.088
C 2.05 0.09 -1.01 -0.151
C 0.65 0.65 -1.40 -0.189
C 0.60 2.03 -1.97 -0.183
C -0.12 3.02 -1.46 0.016
H 2.95 2.03 -1.16 0.109
H 4.00 0.76 -0.38 0.123
H 3.27 1.62 1.42 0.101
H 1.88 -0.71 -0.29 0.090
H 2.40 -0.33 -1.95 0.121
H 0.21 -0.01 -2.15 0.118
H -0.08 0.47 -0.61 0.076
H 1.10 2.12 -2.90 0.101
H -0.35 3.91 -2.04 0.060
H -0.35 3.05 -0.40 0.048
H -3.19 -2.66 0.51 0.043
H -1.69 -2.84 0.69 -0.002
O -2.41 -2.99 0.06 -0.059
H -1.77 -0.80 2.74 0.046
H -2.52 0.00 1.76 0.005
O -2.50 -0.90 2.11 -0.055
H -1.41 1.28 0.33 0.041
H -1.80 2.28 1.38 0.082
O -1.39 1.40 1.29 -0.052
H 1.46 0.65 1.78 -0.012
H 0.13 0.68 2.46 0.014
O 0.89 0.09 2.33 -0.060
H -1.94 -1.93 -1.86 -0.003
H -2.31 -3.31 -2.15 0.015
O -2.06 -2.51 -2.62 -0.084
H 0.85 -1.61 0.98 0.004
H -0.55 -1.67 1.11 -0.001
O 0.17 -2.29 0.91 -0.063
```


Density functional theory data (ωB97M-V/def2-TZVPD) for a cluster of 2 separate species, C3H2IO3 in total at a distorted geometry.

total energy: -638.56509 Ha
HOMO: -14.59 eV
total charge: +1
frontier orbital gap: 9.592 eV
energy above the lowest of the compared OMol25 structures with the same formula, charge and spin: 43.4 kcal/mol
LUMO level: -5.00 eV

XYZ file:
```
9
Properties=species:S:1:pos:R:3:lowdin_charge:R:1
C 0.64 -0.20 -0.70 -0.684
C 0.82 2.27 -0.86 -0.204
C -1.92 -1.48 -1.39 0.068
O 1.17 3.33 -0.80 0.427
O -2.87 -2.00 -1.75 0.103
O 0.29 1.20 -0.83 0.105
I 2.60 -0.53 -0.18 1.068
H 0.39 -0.71 -1.63 0.036
H -0.21 -0.54 0.00 0.080
```


Density functional theory data (ωB97M-V/def2-TZVPD) for the molecule C24H31N3O5 at a distorted geometry.

total energy: -1473.57035 Ha
HOMO: -7.89 eV
total charge: 0
SMILES string: COc1cc(/C=N/NC(=O)C2CCN(C[C@H](O)COCc3ccccc3)CC2)ccc1O
frontier orbital gap: 8.408 eV
energy above the lowest of the compared OMol25 structures with the same formula, charge and spin: 40.6 kcal/mol
LUMO level: 0.51 eV

XYZ file:
```
63
Properties=species:S:1:pos:R:3:lowdin_charge:R:1
C -0.92 -2.14 0.09 -0.061
H -0.70 -1.50 -0.77 0.093
O -0.29 -3.40 -0.02 -0.084
C 1.08 -3.43 -0.04 -0.192
C 1.93 -2.34 -0.04 0.050
C 3.31 -2.52 -0.07 -0.214
C 3.83 -3.82 -0.09 -0.043
C 2.99 -4.91 -0.08 -0.003
C 1.62 -4.74 -0.07 -0.244
O 0.79 -5.81 -0.07 0.084
H -0.12 -5.48 -0.06 0.108
H 3.38 -5.92 -0.10 0.120
H 4.90 -3.97 -0.10 0.109
C 4.23 -1.41 -0.10 -0.092
N 3.86 -0.18 -0.09 0.054
N 4.83 0.75 -0.17 0.054
C 4.67 2.10 -0.25 -0.444
O 5.67 2.79 -0.36 0.066
C 3.28 2.69 -0.15 -0.236
C 2.70 2.50 1.26 -0.126
C 1.35 3.22 1.32 -0.180
N 0.39 2.75 0.34 -0.170
C 0.94 2.83 -1.00 -0.168
C 2.29 2.13 -1.18 -0.126
H 2.66 2.31 -2.19 0.125
H 2.19 1.06 -1.04 0.087
H 0.21 2.39 -1.69 0.112
H 1.04 3.89 -1.24 0.126
C -0.21 1.47 0.67 -0.133
H -0.34 1.43 1.75 0.132
C -1.59 1.28 0.02 -0.341
O -1.45 0.83 -1.30 -0.034
H -2.24 1.11 -1.78 0.086
C -2.41 2.58 0.05 -0.144
O -3.59 2.47 -0.72 -0.135
C -4.70 1.88 -0.07 -0.157
C -4.66 0.37 -0.02 -0.216
C -4.55 -0.35 -1.20 -0.038
C -4.51 -1.73 -1.17 -0.078
C -4.60 -2.41 0.04 -0.108
C -4.72 -1.69 1.22 -0.083
C -4.75 -0.31 1.19 -0.046
H -4.84 0.25 2.11 0.113
H -4.79 -2.21 2.16 0.104
H -4.58 -3.49 0.06 0.106
H -4.42 -2.29 -2.09 0.108
H -4.49 0.18 -2.14 0.122
H -5.57 2.20 -0.66 0.136
H -4.80 2.29 0.95 0.125
H -2.64 2.86 1.08 0.138
H -1.83 3.37 -0.42 0.130
H -2.12 0.50 0.60 0.128
H 0.41 0.62 0.37 0.104
H 0.91 3.12 2.32 0.118
H 1.51 4.29 1.12 0.124
H 3.38 2.92 2.00 0.123
H 2.57 1.44 1.46 0.106
H 3.41 3.77 -0.33 0.151
H 5.80 0.43 -0.23 0.158
H 5.29 -1.67 -0.16 0.126
H 1.54 -1.34 -0.03 0.092
H -0.62 -1.63 1.01 0.102
H -1.99 -2.35 0.12 0.076
```